Below is C6H7ClO as an isolated structure, with properties calculated with wB97M-V/def2-TZVPD.

Last column: Mulliken charge in e.
Cartesian coordinates (Å):
C  1.125  0.061  -0.645  0.191
C  -0.368  0.362  -0.925  -0.642
C  -0.664  -1.059  -0.383  -0.665
C  0.542  -0.722  0.549  -0.643
C  -0.113  0.414  1.374  -0.137
C  -0.751  1.189  0.303  -0.213
H  1.796  0.900  -0.425  0.360
H  -0.684  0.691  -1.905  0.460
H  -0.464  -1.894  -1.081  0.276
H  -1.616  -1.207  0.095  0.357
H  1.128  -1.474  1.082  0.440
H  -0.520  0.237  2.359  0.440
H  -1.679  1.708  0.401  0.476
O  0.337  1.730  1.066  -0.496
Cl  1.929  -0.937  -1.865  -0.204

The HOMO-LUMO gap is 11.06 eV. As for the energy above the lowest of the compared OMol25 structures with the same formula, charge and spin: 2.5487 eV. The net charge is 0.


Below is C35H65N2NiOP2Si2Te as an isolated structure, with properties calculated with wB97M-V/def2-TZVPD.

Last column: Löwdin spin population.
Cartesian coordinates (Å):
Ni  0.744  -0.652  1.076  1.537
C  3.454  3.715  0.907  0.003
C  3.083  2.329  0.376  0.011
C  2.574  2.435  -1.064  0.001
P  1.936  1.364  1.470  0.041
C  0.947  2.597  2.420  0.009
C  -0.068  3.261  1.490  0.002
C  0.241  1.968  3.621  -0.001
C  3.060  0.613  2.684  0.010
C  4.354  1.036  2.976  -0.001
C  5.140  0.341  3.880  0.012
C  4.633  -0.803  4.482  -0.001
C  3.354  -1.247  4.193  0.013
C  2.549  -0.540  3.297  0.008
N  1.280  -0.981  2.887  0.158
C  0.421  -1.655  3.762  0.005
C  0.503  -1.536  5.155  0.016
C  -0.374  -2.222  5.974  -0.002
C  -1.358  -3.048  5.441  0.016
C  -1.474  -3.145  4.067  -0.001
C  -0.618  -2.437  3.223  0.015
P  -0.679  -2.496  1.423  0.052
C  -0.591  -4.288  1.036  0.017
C  -0.842  -4.553  -0.448  0.001
C  0.774  -4.825  1.471  0.001
C  -2.339  -1.911  0.869  0.009
C  -2.486  -0.434  1.244  0.004
C  -3.540  -2.718  1.352  0.003
H  4.270  4.119  0.305  0.001
H  3.780  3.712  1.946  0.000
H  2.612  4.403  0.821  0.000
H  3.984  1.706  0.354  0.000
H  1.681  3.056  -1.130  0.000
H  2.310  1.461  -1.482  0.000
H  3.345  2.884  -1.692  0.000
H  1.657  3.343  2.783  0.002
H  -0.799  2.530  1.132  0.000
H  0.396  3.717  0.616  0.000
H  -0.610  4.043  2.025  0.000
H  -0.459  1.190  3.309  -0.001
H  -0.326  2.738  4.146  0.000
H  0.946  1.526  4.325  0.000
H  4.764  1.917  2.500  0.000
H  6.142  0.682  4.104  0.001
H  5.246  -1.364  5.176  0.000
H  2.982  -2.160  4.639  0.000
H  1.253  -0.890  5.592  0.001
H  -0.287  -2.115  7.048  0.000
H  -2.028  -3.596  6.088  0.001
H  -2.241  -3.783  3.646  0.000
H  -1.370  -4.773  1.630  0.003
H  -0.105  -4.030  -1.063  0.000
H  -1.836  -4.235  -0.766  0.000
H  -0.749  -5.619  -0.660  0.000
H  1.571  -4.378  0.869  0.000
H  0.816  -5.906  1.334  0.000
H  0.980  -4.608  2.519  0.000
H  -2.281  -1.968  -0.225  0.001
H  -2.596  -0.317  2.325  0.000
H  -3.361  -0.001  0.759  0.000
H  -1.626  0.169  0.925  0.002
H  -3.693  -2.585  2.423  0.000
H  -3.438  -3.784  1.145  0.000
H  -4.443  -2.372  0.845  0.001
C  -2.349  5.175  -0.907  0.000
Si  -2.921  4.489  -2.549  0.000
C  -4.477  3.491  -2.308  0.000
C  -3.203  5.856  -3.782  0.000
C  -1.571  3.380  -3.251  0.000
Te  -1.256  1.540  -2.206  0.002
C  -0.308  0.552  -3.861  0.000
Si  -1.362  -0.795  -4.645  0.000
C  -0.250  -1.871  -5.704  0.000
C  -2.663  0.024  -5.692  0.000
C  -2.168  -1.864  -3.332  0.000
H  -2.927  6.060  -0.632  0.000
H  -1.297  5.466  -0.939  0.000
H  -2.476  4.438  -0.111  0.000
H  -5.289  4.117  -1.930  0.000
H  -4.319  2.679  -1.597  0.000
H  -4.811  3.048  -3.249  0.000
H  -4.010  6.519  -3.463  0.000
H  -3.476  5.446  -4.757  0.000
H  -2.306  6.464  -3.913  0.000
H  -0.617  3.909  -3.281  0.000
H  -1.838  3.111  -4.275  0.000
H  0.660  0.169  -3.531  0.000
H  -0.105  1.351  -4.576  0.000
H  0.513  -1.276  -6.210  0.000
H  -0.832  -2.381  -6.475  0.000
H  0.257  -2.644  -5.120  0.000
H  -2.208  0.672  -6.445  0.000
H  -3.339  0.630  -5.085  0.000
H  -3.262  -0.722  -6.218  0.000
H  -1.464  -2.569  -2.880  0.000
H  -2.976  -2.455  -3.769  0.000
H  -2.598  -1.250  -2.538  0.000
C  3.231  -1.490  -0.546  -0.003
N  2.358  -2.055  -1.569  0.001
C  2.885  -3.134  -2.398  0.000
C  1.095  -1.680  -1.676  0.008
O  0.525  -0.827  -0.975  0.039
H  4.259  -1.749  -0.785  0.000
H  2.996  -1.888  0.446  -0.002
H  3.134  -0.405  -0.531  0.000
H  3.232  -3.954  -1.769  0.000
H  3.717  -2.772  -3.000  0.000
H  2.105  -3.502  -3.061  0.000
H  0.542  -2.179  -2.478  0.002

The HOMO-LUMO gap (alpha / beta) is 7.89 / 6.53 eV. Its spin multiplicity is 3. The net charge is +1.


Below is C16H15ClCuO2 as an isolated structure, with properties calculated with wB97M-V/def2-TZVPD.

Last column: Mulliken charge in e.
Cartesian coordinates (Å):
C  0.659  -3.103  1.396  -1.015
C  0.602  -2.204  0.210  -0.136
C  -0.132  -0.736  0.370  0.556
C  0.844  0.518  0.852  0.493
C  2.452  0.271  1.108  -0.699
C  3.238  0.167  -0.336  -0.390
C  3.209  1.540  -1.232  -0.452
C  1.864  1.738  -2.153  -0.670
C  0.258  2.037  1.048  -0.590
C  -1.344  2.269  0.741  -0.487
C  -2.316  1.024  0.256  -0.024
C  -1.759  -0.538  0.051  0.160
C  -2.750  -1.758  -0.462  0.862
O  -2.368  -3.008  -0.739  -0.574
C  -4.356  -1.385  -0.702  0.111
Cl  -5.651  -2.654  -1.196  -0.142
C  -4.830  0.020  -0.541  -0.464
C  -3.902  1.300  -0.086  0.441
O  -4.358  2.557  0.056  -0.523
H  -0.150  -3.917  1.624  0.303
H  1.602  -3.020  2.109  0.243
H  1.091  -2.551  -0.796  0.340
H  2.536  -0.793  1.643  0.093
H  2.914  1.041  1.860  0.415
H  2.910  -0.791  -0.956  0.133
H  4.384  -0.026  -0.064  0.334
H  4.121  1.454  -1.998  0.327
H  3.362  2.442  -0.472  0.219
H  2.068  1.968  -3.284  0.320
H  1.311  2.705  -1.723  0.163
H  1.078  0.855  -2.001  0.144
H  1.004  2.902  1.367  0.326
H  -1.742  3.383  0.892  0.341
H  -5.974  0.249  -0.757  0.320
Cu  0.126  -3.954  3.914  0.521

The HOMO-LUMO gap is 4.78 eV. The net charge is +1.


Below is the molecule C4H10N2O, with properties calculated with wB97M-V/def2-TZVPD.

Last column: Mulliken charge in e.
Cartesian coordinates (Å):
N  2.039  0.793  -0.027  -0.689
C  0.909  1.495  -0.654  -0.518
C  -0.309  0.582  -1.189  -0.774
C  -1.163  -0.334  -0.284  -0.485
N  -0.561  -0.659  1.020  -0.099
C  -0.720  -1.881  1.574  0.066
O  -0.065  -2.259  2.520  -0.564
H  1.862  0.708  0.975  0.342
H  1.914  -0.203  -0.243  0.272
H  1.246  1.834  -1.632  0.365
H  0.423  2.207  0.010  0.315
H  0.307  0.010  -1.902  0.351
H  -1.013  1.209  -1.732  0.368
H  -1.969  0.372  -0.007  0.243
H  -1.735  -1.165  -0.689  0.412
H  0.346  -0.285  1.237  0.117
H  -1.510  -2.424  1.022  0.278

The HOMO-LUMO gap is 10.54 eV. As for the energy above the lowest of the compared OMol25 structures with the same formula, charge and spin: 2.1744 eV. The net charge is 0. The SMILES is NCCCNC=O.


Below is C44H52N5O4SeW as an isolated structure, with properties calculated with wB97M-V/def2-TZVPD.

Last column: Mulliken charge in e.
Cartesian coordinates (Å):
W  0.523  -1.692  -0.224  1.819
C  3.378  4.095  3.725  -1.565
C  2.740  4.380  2.356  1.797
C  3.629  5.360  1.591  -2.160
C  1.355  5.015  2.551  -1.524
C  2.569  3.060  1.611  -0.840
C  1.764  2.058  2.174  -0.927
C  1.591  0.887  1.478  0.516
Se  0.715  -0.642  2.246  0.303
C  -1.172  -0.294  2.254  0.657
C  -1.778  0.461  3.227  -1.119
C  -3.181  0.515  3.257  -0.749
C  -3.889  -0.256  2.338  -0.076
C  -3.309  -1.073  1.358  -0.764
C  -1.923  -1.043  1.344  1.059
O  -1.168  -1.760  0.415  -0.023
C  -4.141  -1.937  0.408  2.092
C  -3.873  -1.537  -1.051  -1.434
C  -5.639  -1.772  0.673  -2.334
C  -3.777  -3.414  0.631  -1.524
C  -3.866  1.386  4.306  1.909
C  -3.462  0.884  5.702  -1.574
C  -3.395  2.837  4.119  -1.583
C  -5.389  1.342  4.186  -2.152
C  2.234  0.659  0.259  0.858
O  1.946  -0.575  -0.340  -1.058
C  3.079  1.592  -0.321  -0.763
C  3.200  2.788  0.400  0.014
C  3.832  1.344  -1.629  2.245
C  4.759  0.131  -1.454  -1.616
C  2.833  1.089  -2.768  -1.593
C  4.691  2.549  -2.019  -2.400
H  3.509  5.033  4.265  0.460
H  4.358  3.629  3.617  0.387
H  2.755  3.447  4.344  0.325
H  3.705  6.287  2.158  0.449
H  3.215  5.612  0.612  0.430
H  4.643  4.979  1.461  0.440
H  1.460  5.959  3.085  0.467
H  0.691  4.380  3.142  0.322
H  0.874  5.222  1.593  0.356
H  1.299  2.203  3.140  0.642
H  -1.192  0.997  3.961  0.660
H  -4.965  -0.229  2.390  0.753
H  -4.095  -0.480  -1.216  0.330
H  -4.521  -2.118  -1.707  0.590
H  -2.843  -1.733  -1.356  0.059
H  -5.978  -0.748  0.505  0.467
H  -5.913  -2.073  1.685  0.499
H  -6.188  -2.414  -0.015  0.441
H  -2.734  -3.630  0.393  0.150
H  -4.397  -4.040  -0.012  0.477
H  -3.962  -3.712  1.664  0.385
H  -2.386  0.951  5.870  0.330
H  -3.772  -0.150  5.857  0.380
H  -3.948  1.498  6.461  0.461
H  -2.316  2.940  4.250  0.357
H  -3.874  3.472  4.864  0.469
H  -3.663  3.217  3.132  0.361
H  -5.786  0.339  4.354  0.440
H  -5.735  1.703  3.216  0.437
H  -5.824  1.990  4.946  0.442
H  3.838  3.553  -0.011  0.735
H  4.212  -0.787  -1.232  0.152
H  5.478  0.302  -0.653  0.436
H  5.321  -0.033  -2.374  0.466
H  2.279  0.159  -2.620  0.186
H  3.380  0.999  -3.708  0.644
H  2.124  1.915  -2.867  0.412
H  5.447  2.774  -1.266  0.543
H  4.093  3.444  -2.197  0.452
H  5.218  2.318  -2.944  0.445
O  0.749  -3.033  -1.627  -0.546
N  1.289  -4.229  -1.408  -0.694
N  1.586  -4.350  -0.206  0.924
O  1.329  -3.313  0.599  -0.422
C  2.175  -5.532  0.362  0.725
C  2.426  -6.610  -0.485  -0.484
C  2.990  -7.738  0.074  -0.649
C  3.289  -7.773  1.435  -0.509
C  3.026  -6.681  2.253  -0.710
C  2.461  -5.535  1.722  -0.321
H  2.188  -6.570  -1.538  0.464
H  3.199  -8.594  -0.552  0.437
H  3.731  -8.664  1.860  0.428
H  3.263  -6.720  3.306  0.424
H  2.252  -4.680  2.346  0.494
N  -0.801  0.823  -10.584  -0.391
C  -0.778  0.702  -9.443  -0.143
C  -0.750  0.549  -8.014  0.485
C  -1.941  0.601  -7.291  -0.849
C  -1.918  0.449  -5.916  -0.572
C  -0.696  0.255  -5.295  0.536
C  0.500  0.209  -5.991  0.006
C  0.469  0.352  -7.368  -0.938
N  -0.667  0.100  -3.856  0.370
C  -1.192  0.985  -2.936  -1.038
C  -0.966  0.458  -1.711  -0.699
N  -0.290  -0.748  -1.889  0.495
C  -0.124  -0.919  -3.206  -0.394
H  -2.877  0.751  -7.810  0.480
H  -2.837  0.467  -5.343  0.494
H  1.440  0.084  -5.468  0.342
H  1.383  0.323  -7.944  0.480
H  -1.684  1.892  -3.244  0.756
H  -1.254  0.836  -0.742  0.706
H  0.348  -1.762  -3.681  0.585

The HOMO-LUMO gap is 5.28 eV. As for the energy above the lowest of the compared OMol25 structures with the same formula, charge and spin: 0.0000 eV. The net charge is +3.


Below is C4H7IrO as an isolated structure, with properties calculated with wB97M-V/def2-TZVPD.

Last column: Löwdin spin population.
Cartesian coordinates (Å):
C  0.732  0.140  1.367  0.191
C  0.029  -0.601  0.260  0.482
C  -1.070  -0.645  -0.696  0.306
O  -1.247  -0.133  -1.859  0.576
Ir  -1.953  1.299  -2.661  2.735
H  0.091  0.843  1.914  0.026
H  0.339  -1.657  0.345  0.055
H  1.397  -0.484  1.971  0.017
H  -1.335  0.243  0.267  0.181
C  1.301  0.636  0.088  0.383
H  1.086  1.676  -0.160  0.010
H  2.285  0.292  -0.228  0.015
H  -1.656  -1.608  -0.606  0.023

The HOMO-LUMO gap (alpha / beta) is 8.34 / 6.19 eV. As for the energy above the lowest of the compared OMol25 structures with the same formula, charge and spin: 0.0000 eV. Its spin multiplicity is 6. The net charge is +3.


Below is the molecule C11H15NOS, with properties calculated with wB97M-V/def2-TZVPD.

Last column: Mulliken charge in e.
Cartesian coordinates (Å):
C  -2.010  1.897  0.977  -0.442
C  -2.768  1.972  -0.211  -0.481
C  -1.577  0.649  1.375  -0.644
C  -3.340  0.926  -0.779  -0.877
C  -1.794  -0.532  0.469  1.339
C  -3.201  -0.337  -0.116  -0.455
C  -1.063  -1.778  0.749  -0.750
C  1.660  -1.661  -0.986  -1.353
C  0.873  0.605  -1.482  -1.220
C  1.591  0.081  0.865  -1.539
C  0.850  -0.475  -0.368  1.146
N  -0.487  -0.946  -0.321  -0.147
O  -5.837  -0.223  -0.548  -0.499
S  -4.779  -0.990  0.180  0.300
H  -1.829  2.757  1.491  0.565
H  -2.776  2.882  -0.657  0.553
H  -1.180  0.650  2.439  0.383
H  -4.063  1.066  -1.534  0.493
H  -0.621  -1.807  1.829  0.177
H  -1.417  -2.730  0.492  0.340
H  1.357  -1.829  -2.130  0.296
H  2.725  -1.327  -0.987  0.370
H  1.520  -2.606  -0.450  0.356
H  0.604  -0.066  -2.332  0.416
H  1.944  1.005  -1.627  0.289
H  0.128  1.399  -1.388  0.262
H  1.882  -0.594  1.747  0.304
H  2.515  0.432  0.505  0.506
H  0.948  0.806  1.424  0.313

The HOMO-LUMO gap is 7.21 eV. As for the energy above the lowest of the compared OMol25 structures with the same formula, charge and spin: 6.4877 eV. The net charge is 0.


| no. | total energy (eV) |
| --- | --- |
| 1 | -20902.985 |
| 2 | -125045.247 |
| 3 | -78064.724 |
| 4 | -9336.813 |
| 5 | -129258.013 |
| 6 | -9098.848 |
| 7 | -26017.588 |